Record 1
Formula: C24H58P2Si4Ti
Source: OMol25
Level of theory: ωB97M-V/def2-TZVPD

Output
LUMO (spin up / spin down) in eV: -0.52 / -0.59
Charge: 0
2S+1: 3
Energy in Eh: -3638.9706
Gap between HOMO and LUMO (spin up / spin down) in eV: 4.680 / 4.642
ΔE to the lowest compared entry with this formula, charge and spin in eV: 8.522

Last column: Löwdin charge in e.
Geometry (Å):
H  -1.68  5.22  0.95  0.056
C  -2.64  0.89  -1.32  -0.312
C  1.72  4.11  2.01  -0.320
H  -1.50  4.47  4.13  0.061
H  -4.89  -1.58  -1.11  0.025
H  -2.50  0.11  -4.38  0.063
Ti  -0.52  0.79  -1.83  0.384
H  4.93  1.48  0.48  0.058
H  0.65  0.08  -0.41  0.011
C  4.33  2.36  0.74  -0.226
H  1.54  -2.35  -4.02  0.037
C  -4.51  -2.43  -1.69  -0.236
H  -1.82  2.35  2.50  0.110
H  -0.45  6.18  1.75  0.052
H  0.11  3.98  4.70  0.057
C  -1.39  -2.78  -4.17  -0.238
H  -0.05  5.34  0.27  0.032
H  1.31  -0.85  -4.97  0.031
C  2.70  0.20  2.31  -0.162
H  -0.15  5.60  4.00  0.047
H  2.32  3.52  2.73  0.073
C  -1.40  0.29  -4.21  -0.243
C  0.52  0.12  3.65  -0.240
C  2.28  0.63  1.02  -0.415
H  -2.43  -2.93  -3.85  0.005
C  -0.53  1.12  3.45  -0.202
H  -1.18  1.20  4.33  0.066
H  4.11  2.92  -1.84  0.046
H  4.23  2.38  1.84  0.048
H  2.07  -2.67  -1.90  0.007
H  2.82  0.00  0.29  0.075
H  -0.81  -3.66  -3.86  0.032
C  -0.42  4.54  3.91  -0.204
C  -2.85  -4.89  -1.71  -0.214
H  1.93  5.16  2.30  0.096
C  2.01  0.65  3.53  -0.195
H  2.54  0.38  4.46  0.105
C  -0.73  2.14  2.46  -0.433
H  -0.83  -2.63  2.06  0.027
Si  -0.57  -1.24  -3.43  0.292
H  -2.22  -5.59  -1.14  0.002
C  0.16  -2.96  1.71  -0.216
H  -0.17  2.42  0.18  0.055
H  2.74  -3.06  -0.29  0.036
H  1.92  -0.75  -3.30  0.010
H  -3.45  -2.52  1.46  0.036
H  3.09  1.53  -2.31  0.034
C  -3.27  -3.46  0.93  -0.213
H  -2.45  -4.00  1.43  0.014
H  1.10  -5.42  -0.27  0.032
H  1.48  4.34  -0.19  0.053
C  0.66  0.43  0.71  -0.247
H  0.33  -0.46  1.29  0.066
H  0.38  -3.95  2.16  0.040
H  2.12  -1.43  -0.65  -0.012
H  -1.35  1.35  -3.72  0.027
H  0.93  -2.27  2.07  0.006
Si  -1.23  -1.64  -1.21  0.452
H  -0.06  -5.14  -1.60  0.022
H  4.89  3.26  0.47  0.047
H  -1.38  -2.74  -5.27  0.034
H  -2.43  1.96  -1.08  -0.018
H  -3.88  -5.27  -1.70  0.032
P  -0.06  3.87  2.24  0.911
H  -2.98  0.31  -0.42  -0.023
H  2.40  3.17  -2.28  0.043
C  2.20  3.94  0.54  -0.364
C  -0.36  1.56  0.88  -0.232
H  -1.35  1.09  0.62  0.069
P  2.64  2.25  -0.05  0.908
H  0.38  -0.24  4.69  0.106
H  -0.65  -5.41  0.07  0.019
H  -4.37  -2.13  -2.74  0.021
H  0.44  -0.81  3.06  0.050
H  -0.81  0.31  -5.19  0.053
C  1.96  -2.50  -0.83  -0.218
C  3.09  2.49  -1.79  -0.237
H  3.54  -0.50  2.36  0.100
H  -5.27  -3.23  -1.65  0.023
H  3.13  4.54  0.44  0.084
H  -4.18  -4.08  0.99  0.035
H  -3.44  0.90  -2.10  -0.007
C  -0.62  5.24  1.20  -0.206
Si  -2.97  -3.17  -0.91  0.329
H  -2.50  -4.86  -2.75  0.014
H  1.97  1.76  3.44  0.076
C  0.14  -4.95  -0.54  -0.234
Si  0.29  -3.10  -0.18  0.349
C  1.24  -1.30  -3.97  -0.217



Record 2
Formula: C19H21FN3O9PdS4
Source: OMol25
Level of theory: ωB97M-V/def2-TZVPD

Output
LUMO (spin up / spin down) in eV: -6.83 / -6.81
Charge: +1
Energy in Eh: -3398.1601
Gap between HOMO and LUMO (spin up / spin down) in eV: 4.628 / 4.655

Last column: Löwdin charge in e.
Geometry (Å):
H  -1.71  -1.57  4.48  0.136
S  2.53  -1.38  -1.81  0.984
C  0.57  -3.57  2.88  0.018
H  2.01  1.10  -3.39  0.046
O  -1.40  -3.89  5.90  0.155
O  -1.06  -5.38  4.30  0.163
H  -0.91  0.56  -5.27  0.086
C  -0.43  -3.17  3.79  -0.072
C  2.49  0.38  -4.04  -0.501
C  1.37  -2.57  -2.53  -0.473
H  3.68  -1.44  -3.89  0.100
H  -2.42  3.59  -1.23  0.141
C  -0.88  -1.85  3.83  0.017
F  -0.35  2.77  3.94  0.090
C  -0.29  -0.90  3.03  -0.035
H  0.02  3.56  1.50  0.150
H  0.30  -2.67  -0.66  0.063
S  -0.72  -0.94  -1.81  1.030
C  -1.53  3.52  -0.60  -0.008
H  1.83  -3.56  -2.48  0.106
C  1.17  -2.63  2.08  -0.072
O  3.19  1.29  -1.20  -0.181
H  -0.59  -3.32  -2.05  0.109
O  1.97  2.47  0.11  -0.121
H  -0.62  0.13  3.06  0.105
S  1.62  -0.04  1.40  0.968
C  -1.11  -0.71  -3.58  -0.409
H  0.86  -4.61  2.85  0.136
H  4.18  -0.10  -2.83  0.081
C  -1.30  2.91  3.00  -0.200
C  -3.30  3.16  1.04  -0.461
N  -3.56  2.79  2.34  0.226
C  -2.65  2.53  3.37  -0.399
S  1.23  -0.37  -5.12  0.925
H  -0.09  1.18  -3.84  0.045
H  3.16  0.94  -4.70  0.091
Pd  1.10  0.44  -1.00  0.702
N  3.11  2.30  -0.39  -0.532
C  0.77  -1.27  2.17  -0.639
H  -0.89  4.38  -0.78  0.153
C  -0.99  -4.26  4.68  -0.473
O  4.06  2.99  -0.15  0.132
C  3.32  -0.62  -3.26  -0.456
H  -4.53  2.57  2.54  0.173
C  -1.00  3.32  1.78  0.046
C  0.11  -2.54  -1.73  -0.485
O  -4.15  3.20  0.18  0.097
O  -2.99  2.03  4.42  0.108
H  -1.23  -2.96  6.10  0.117
H  -2.14  -0.36  -3.53  0.091
H  1.22  -2.30  -3.57  0.025
H  1.98  -2.90  1.42  0.114
N  -1.96  3.44  0.79  0.004
C  -0.30  0.28  -4.41  -0.499
O  -0.14  2.21  -2.04  -0.041
O  -0.74  1.31  -0.12  -0.135
C  -0.76  2.26  -0.95  -0.635
H  -1.11  -1.71  -4.02  0.094



Record 3
Formula: C12H16N2O2S
Source: OMol25
Level of theory: ωB97M-V/def2-TZVPD

Output
LUMO in eV: 0.42
SMILES: COc1ccccc1NC(=S)NC(=O)C(C)C
Charge: 0
Energy in Eh: -1125.0654
Gap between HOMO and LUMO in eV: 8.444
ΔE to the lowest compared entry with this formula, charge and spin in eV: 0.552

Last column: Löwdin charge in e.
Geometry (Å):
C  2.07  1.15  2.48  -0.056
H  1.39  -1.34  0.55  0.114
H  2.48  1.64  3.36  0.081
C  1.75  0.30  -1.75  -0.853
C  0.98  1.47  0.28  -0.448
C  -2.25  -2.11  -0.43  -0.017
H  -0.36  2.50  2.39  0.084
H  0.91  3.59  3.00  0.080
O  -1.77  -1.09  -2.60  -0.082
H  1.24  0.52  2.79  0.086
H  2.84  0.53  2.04  0.075
C  0.51  3.10  2.11  -0.062
H  -3.27  -2.34  -0.69  0.104
C  0.37  -1.54  0.29  -0.028
H  0.18  3.85  1.40  0.084
S  2.81  0.59  -2.98  0.631
C  -0.10  -1.15  -0.96  -0.180
H  2.41  2.81  1.15  0.141
H  -2.44  -2.95  1.52  0.103
N  0.70  -0.53  -1.91  0.087
H  -3.81  -0.80  -2.41  0.099
C  -1.78  -2.46  0.82  -0.084
H  -3.32  -2.40  -3.04  0.097
H  2.90  1.30  -0.44  0.121
C  1.57  2.20  1.48  -0.341
H  0.45  -0.72  -2.88  0.136
H  -3.14  -0.94  -4.05  0.096
N  1.96  0.93  -0.53  0.079
C  -0.47  -2.18  1.18  -0.085
H  -0.10  -2.47  2.15  0.102
C  -3.09  -1.33  -3.03  -0.076
O  -0.20  1.33  0.07  0.122
C  -1.42  -1.46  -1.34  -0.209



Record 4
Formula: C5H10NO
Source: OMol25
Level of theory: ωB97M-V/def2-TZVPD

Output
LUMO in eV: -3.89
Charge: +1
Energy in Eh: -326.1782
Gap between HOMO and LUMO in eV: 10.376
ΔE to the lowest compared entry with this formula, charge and spin in eV: 2.820

Last column: Löwdin charge in e.
Geometry (Å):
C  0.55  1.25  0.68  -0.163
H  -2.51  2.56  -0.57  0.139
C  -1.59  2.20  -0.20  0.319
H  3.01  0.01  0.43  0.083
C  -3.32  -1.10  -0.11  -0.066
C  0.95  0.09  -0.26  -0.212
H  0.11  -0.59  -0.36  0.101
H  1.35  2.00  0.72  0.158
H  2.43  -1.46  -0.33  0.086
H  1.21  0.49  -1.24  0.121
C  2.15  -0.65  0.33  -0.089
N  -0.60  1.85  0.25  0.129
H  -3.09  -2.12  -0.44  0.096
O  -2.50  -0.22  -0.14  -0.043
H  0.37  0.87  1.69  0.161
H  1.92  -1.06  1.31  0.083
H  -4.34  -0.94  0.24  0.095



Repeat the fourth record exactly.
Formula: C5H10NO
Source: OMol25
Level of theory: ωB97M-V/def2-TZVPD

Output
LUMO in eV: -3.89
Charge: +1
Energy in Eh: -326.1782
Gap between HOMO and LUMO in eV: 10.376
ΔE to the lowest compared entry with this formula, charge and spin in eV: 2.820

Last column: Löwdin charge in e.
Geometry (Å):
C  0.55  1.25  0.68  -0.163
H  -2.51  2.56  -0.57  0.139
C  -1.59  2.20  -0.20  0.319
H  3.01  0.01  0.43  0.083
C  -3.32  -1.10  -0.11  -0.066
C  0.95  0.09  -0.26  -0.212
H  0.11  -0.59  -0.36  0.101
H  1.35  2.00  0.72  0.158
H  2.43  -1.46  -0.33  0.086
H  1.21  0.49  -1.24  0.121
C  2.15  -0.65  0.33  -0.089
N  -0.60  1.85  0.25  0.129
H  -3.09  -2.12  -0.44  0.096
O  -2.50  -0.22  -0.14  -0.043
H  0.37  0.87  1.69  0.161
H  1.92  -1.06  1.31  0.083
H  -4.34  -0.94  0.24  0.095



Number 3 is which compound?
C12H16N2O2S